{
  "formula": "C30H48O22S",
  "method": "wB97M-V/def2-TZVPD",
  "gap_ha": 0.32565,
  "total_energy_ha": -3225.4401,
  "e_lumo_ev": 0.087,
  "homo_ev": -8.774,
  "elements": ["C", "C", "C", "O", "C", "O", "O", "H", "H", "H", "H", "H", "H", "C", "C", "C", "O", "C", "O", "O", "H", "H", "H", "H", "H", "H", "C", "C", "C", "O", "C", "O", "O", "H", "H", "H", "H", "H", "H", "C", "C", "C", "O", "C", "O", "O", "H", "H", "H", "H", "H", "H", "C", "C", "C", "O", "C", "O", "O", "H", "H", "H", "H", "H", "H", "C", "C", "C", "O", "C", "O", "O", "H", "H", "H", "H", "H", "H", "C", "C", "C", "O", "C", "O", "O", "H", "H", "H", "H", "H", "H", "C", "S", "O", "C", "H", "H", "H", "H", "H", "H"],
  "positions_angstrom": [[4.8177, -3.5067, 3.3769], [4.2655, -2.1864, 2.8252], [2.7324, -2.1932, 2.9563], [2.4930, -0.8444, 3.3832], [3.6513, -0.2313, 3.7517], [3.6449, 0.8449, 4.2581], [4.6628, -1.0563, 3.5606], [4.1513, -4.3498, 3.1890], [4.9772, -3.4387, 4.4543], [5.7730, -3.8485, 2.9714], [4.5298, -1.9923, 1.7841], [2.3277, -2.8697, 3.7087], [2.3080, -2.3889, 1.9772], [-5.5806, -1.9285, -2.5625], [-4.5623, -2.2568, -3.6066], [-4.0474, -1.2269, -4.5936], [-2.7050, -0.9964, -4.2732], [-2.2686, -1.8660, -3.3708], [-1.1664, -1.9568, -2.9528], [-3.3249, -2.5837, -2.8946], [-6.6088, -1.8244, -2.9107], [-5.3147, -1.0398, -1.9903], [-5.6158, -2.7760, -1.8748], [-4.7684, -3.1564, -4.1885], [-4.6030, -0.2875, -4.6277], [-4.0856, -1.6464, -5.6035], [-2.4217, -1.2914, 4.4453], [-1.6404, -0.3157, 3.5536], [-2.3790, 0.0016, 2.2339], [-2.8662, 1.3087, 2.4244], [-2.3889, 1.8594, 3.5965], [-2.6315, 2.9563, 3.9343], [-1.6123, 0.9446, 4.2121], [-3.4454, -0.9306, 4.5436], [-2.0091, -1.2106, 5.4561], [-2.2519, -2.3313, 4.1742], [-0.6507, -0.7404, 3.4010], [-3.2392, -0.6425, 2.0682], [-1.6380, -0.0516, 1.4370], [-3.2999, -7.3117, 1.1700], [-2.0895, -6.9749, 2.0173], [-0.7894, -7.5840, 1.4923], [0.1979, -6.6139, 1.8240], [-0.4275, -5.4013, 1.9531], [0.1092, -4.3873, 2.2628], [-1.7369, -5.5926, 1.8629], [-4.2477, -7.0912, 1.6589], [-3.2890, -8.3568, 0.8602], [-3.3090, -6.7016, 0.2646], [-2.3100, -7.0731, 3.0825], [-0.8646, -7.6342, 0.4036], [-0.5446, -8.5411, 1.9442], [-1.6475, 4.4692, -6.3127], [-0.8112, 3.5638, -5.4415], [-0.0536, 4.2534, -4.2709], [-0.3847, 3.4079, -3.1782], [-1.3453, 2.5253, -3.4749], [-1.9047, 1.8171, -2.7099], [-1.6768, 2.6643, -4.7698], [-2.2380, 5.2130, -5.7855], [-2.2240, 3.8145, -6.9731], [-1.0725, 4.9915, -7.0846], [-0.1403, 2.9491, -6.0464], [-0.2983, 5.2939, -4.0574], [1.0164, 4.2892, -4.4807], [3.4802, 2.3100, 0.7800], [4.9708, 2.2147, 0.4741], [5.3708, 2.9573, -0.8098], [6.5123, 3.6937, -0.4139], [6.6210, 3.7490, 0.9200], [7.4451, 4.3455, 1.5308], [5.6214, 3.0174, 1.4654], [3.2002, 1.7217, 1.6556], [2.9286, 1.8190, -0.0259], [3.3285, 3.3690, 0.9729], [5.2972, 1.1730, 0.4431], [4.6346, 3.6970, -1.1444], [5.5648, 2.2958, -1.6530], [-0.6077, 4.5885, 1.4597], [-0.0351, 4.4858, 0.0306], [-0.8503, 5.4808, -0.8528], [0.1496, 6.0882, -1.6705], [1.3677, 5.7870, -1.1301], [2.3791, 6.2425, -1.5728], [1.2676, 5.0088, -0.0721], [-1.4767, 3.9340, 1.5761], [-0.8388, 5.6231, 1.6855], [0.0262, 4.1428, 2.2309], [-0.0790, 3.4743, -0.3729], [-1.3043, 6.2414, -0.2166], [-1.6955, 4.8768, -1.1923], [0.4239, 0.2955, -0.6650], [1.2607, -1.2762, -1.0039], [2.6151, -1.0369, -0.3559], [0.2945, -2.3576, 0.1018], [1.0182, 1.0989, -1.0870], [0.2498, 0.3496, 0.4088], [-0.5539, 0.2999, -1.1528], [-0.7710, -2.1214, 0.1112], [0.5756, -2.1095, 1.1275], [0.4813, -3.4173, -0.0202]],
  "mulliken_charge": [-1.455, 0.644, -0.160, -0.195, 0.555, -0.558, -0.414, 0.338, 0.378, 0.339, 0.257, 0.258, 0.052, -1.363, 0.476, -0.448, -0.309, 0.647, -0.535, -0.344, 0.386, 0.302, 0.340, 0.267, 0.294, 0.272, -1.532, 1.032, 0.331, -0.376, 0.592, -0.510, -0.379, 0.385, 0.388, 0.332, -0.224, 0.291, -0.311, -1.375, 0.419, -0.527, -0.332, 0.616, -0.467, -0.288, 0.360, 0.346, 0.339, 0.310, 0.321, 0.313, -1.499, 0.536, -0.582, -0.045, 0.390, -0.462, -0.376, 0.360, 0.376, 0.400, 0.249, 0.300, 0.348, -1.093, 0.470, -0.222, -0.382, 0.609, -0.554, -0.363, 0.142, 0.185, 0.385, 0.323, 0.136, 0.324, -1.670, 1.413, -0.618, -0.430, 0.547, -0.590, -0.311, 0.436, 0.317, 0.388, -0.368, 0.565, 0.303, -0.497, 0.153, -0.509, -0.517, 0.130, 0.150, 0.417, 0.409, -0.287, 0.539]
}


{
  "formula": "C30H48P2PdTe",
  "method": "wB97M-V/def2-TZVPD",
  "gap_ha": [0.23958, 0.17889],
  "spin_multiplicity": 5,
  "total_charge": 2,
  "total_energy_ha": -2249.7838,
  "e_lumo_ev": [-5.819, -7.293],
  "homo_ev": [-12.339, -12.161],
  "s_squared": 6.0183,
  "elements": ["Pd", "C", "C", "C", "C", "C", "C", "H", "H", "H", "C", "H", "H", "H", "C", "H", "H", "H", "C", "H", "H", "H", "C", "H", "H", "H", "C", "C", "C", "C", "C", "C", "C", "C", "H", "H", "H", "H", "H", "H", "H", "H", "H", "H", "H", "H", "P", "P", "C", "C", "H", "H", "H", "H", "C", "H", "H", "H", "C", "H", "H", "H", "C", "H", "H", "H", "C", "H", "H", "H", "Te", "C", "C", "C", "C", "C", "C", "H", "H", "H", "H", "H"],
  "positions_angstrom": [[0.3080, -1.0283, -3.7134], [-0.3070, -2.9022, 2.0745], [1.0536, -3.0619, 1.7206], [0.9335, -1.4715, 3.3778], [-0.3792, -1.9406, 3.1214], [1.8197, -2.1552, 2.4936], [-1.4821, -3.5364, 1.4453], [-1.2156, -4.0164, 0.4957], [-2.2664, -2.7924, 1.2677], [-1.9178, -4.2966, 2.1056], [-1.6091, -1.3701, 3.6868], [-2.4940, -1.9726, 3.4342], [-1.7725, -0.3536, 3.2531], [-1.5569, -1.2362, 4.7744], [1.2532, -0.3536, 4.2894], [0.8593, -0.5289, 5.3036], [0.7735, 0.5690, 3.9137], [2.3377, -0.1908, 4.3527], [3.2603, -1.8766, 2.3462], [3.8274, -2.3324, 3.1721], [3.4721, -0.7986, 2.3646], [3.6468, -2.2948, 1.4121], [1.5624, -3.8742, 0.5830], [1.9005, -4.8894, 0.8691], [2.4096, -3.3661, 0.1075], [0.7777, -3.9943, -0.1723], [-1.1777, 0.0660, -4.7429], [-1.2432, -1.3138, -5.0344], [-0.5407, -2.0324, -6.1529], [0.9328, -1.5432, -6.4044], [1.6620, -0.9829, -5.1797], [1.6502, 0.3113, -4.5877], [0.9005, 1.5000, -5.1449], [-0.5239, 1.1130, -5.6244], [-1.1247, -2.0036, -7.0883], [0.9936, -0.8992, -7.2932], [-0.5049, -3.0912, -5.8384], [-0.4948, 0.8372, -6.6824], [-1.9263, 0.4558, -4.0489], [-2.0146, -1.8813, -4.5057], [-1.1559, 2.0182, -5.5812], [0.7929, 2.2224, -4.3166], [2.4584, 0.5495, -3.8714], [1.4404, 2.0169, -5.9581], [1.4637, -2.4842, -6.6326], [2.4038, -1.6762, -4.7633], [-1.6847, 0.0307, 0.0571], [1.6588, 0.7353, 0.2419], [-0.9204, 1.3070, -1.0835], [0.5306, 1.7950, -0.8197], [-1.5877, 2.1685, -1.0050], [-1.0002, 0.9155, -2.1218], [1.0462, 1.9181, -1.7912], [0.5259, 2.7872, -0.3247], [2.1762, 1.9056, 1.5481], [2.7742, 1.3565, 2.2893], [1.2850, 2.3101, 2.0559], [2.7778, 2.7160, 1.1282], [3.1027, 0.7394, -0.9087], [3.1786, 1.7014, -1.4399], [2.9811, -0.0597, -1.6586], [4.0376, 0.5682, -0.3494], [-3.4903, 0.3960, -0.1503], [-4.0469, -0.5346, 0.0654], [-3.7181, 0.7144, -1.1783], [-3.7918, 1.1692, 0.5693], [-1.6341, -1.4834, -1.0591], [-0.5759, -1.8269, -1.0657], [-1.9187, -1.2546, -2.0949], [-2.2818, -2.2830, -0.6549], [-1.4286, 2.0467, 2.1885], [-1.5077, 3.0734, 3.9808], [-1.5027, 4.4917, 3.9329], [-1.5585, 5.2020, 5.1357], [-1.6160, 4.5225, 6.3632], [-1.6015, 3.1115, 6.4021], [-1.5471, 2.3810, 5.2068], [-1.4509, 4.9603, 2.9515], [-1.5604, 6.3008, 5.1130], [-1.6697, 5.0971, 7.2892], [-1.6339, 2.6125, 7.3652], [-1.5338, 1.2907, 5.1939]],
  "mulliken_charge": [0.330, 1.092, 0.509, 0.560, 0.372, 0.771, -1.843, 0.381, 0.313, 0.439, -1.126, 0.450, -0.235, 0.472, -1.108, 0.407, 0.033, 0.404, -1.455, 0.375, 0.291, 0.313, -1.538, 0.372, 0.358, 0.304, 0.003, -0.750, -0.690, -0.843, -0.411, -0.058, -0.685, -1.104, 0.337, 0.363, 0.398, 0.354, 0.788, 0.540, 0.457, 0.319, 0.474, 0.371, 0.338, 0.495, 0.612, 0.972, 0.026, -0.866, 0.649, -0.822, 0.143, 0.477, -1.022, 0.275, -0.081, 0.464, -1.479, 0.476, 0.147, 0.497, -1.391, 0.409, 0.363, 0.418, -1.073, -0.081, 0.291, 0.349, 0.433, 0.324, -0.581, -0.551, -0.429, -0.675, 0.023, 0.364, 0.363, 0.392, 0.400, 0.245]
}